Entry 1:
The following is a quantum chemistry calculation of an isolated ion of composition C4H7N2 and charge +1 at a distorted geometry, from the OMol25 dataset.

Values from the calculation:
- Net charge: +1
- SMILES: N/C=C1/CC=[NH+]1
- HOMO level (alpha / beta): -13.13 / -13.13 eV
- 2S+1: 1

Geometry as XYZ:
```
13
C4H7N2 wB97M-V/def2-TZVPD
N -2.46007 -0.36553 -0.04418
C -1.31746 0.36568 0.01160
C 0.01460 0.09513 0.10135
C 1.36448 0.97697 -0.04402
C 2.18602 -0.35911 -0.01551
N 1.00082 -1.02595 -0.00211
H -3.32685 -0.01540 0.40596
H -2.50676 -1.25720 -0.42670
H -1.40229 1.35433 0.16906
H 1.58824 1.62286 0.77845
H 1.45066 1.21104 -1.12483
H 3.18758 -0.69291 0.34252
H 0.69606 -1.97727 -0.02614
```

=====

Entry 2:
The following is a quantum chemistry calculation of an isolated ion of composition C4H14N2P3 and charge +1 at a distorted geometry, from the OMol25 dataset.

Values from the calculation:
- Net charge: +1
- SMILES: CP1NP(C)(C)=P(C)=[NH+]1
- HOMO level: -11.98 eV
- 2S+1: 1

Geometry as XYZ:
```
23
C4H14N2P3 wB97M-V/def2-TZVPD
C 3.10550 -1.11192 0.83281
P 2.03001 -0.51299 -0.53429
N 0.38188 -1.05909 -0.09793
P -0.93222 -0.15598 -0.52184
C -2.16240 -0.73233 0.70869
C -1.53847 -0.82491 -2.13890
P 0.01699 1.82745 -0.75924
C -0.62089 2.55392 0.92452
N 1.48382 1.08402 -0.07016
H 3.48696 -2.04499 0.61116
H 2.69577 -0.93668 1.90211
H 4.02527 -0.52284 0.69689
H 0.26013 -2.04225 -0.26581
H -1.94731 -0.30899 1.73173
H -2.11264 -1.86265 0.71974
H -3.13011 -0.45608 0.26869
H -0.76479 -0.41793 -2.89372
H -2.45326 -0.49779 -2.57059
H -1.72017 -1.86837 -1.97422
H -0.82795 1.78289 1.70394
H -1.57853 3.05928 0.70193
H 0.08696 3.28442 1.35704
H 2.21547 1.76385 -0.33255
```

=====

Entry 3:
The following is a quantum chemistry calculation of CH3IOS2 in the gas phase at a distorted geometry, from the OMol25 dataset.

Values from the calculation:
- Net charge: 0
- HOMO level: -9.26 eV
- 2S+1: 1

Geometry as XYZ:
```
8
CH3IOS2 wB97M-V/def2-TZVPD
C -0.29325 1.20646 0.54357
O 1.63570 -1.97681 -1.23972
S 0.74002 -1.36938 -0.26832
S 0.92431 0.65952 -0.70383
I -1.65331 -2.15630 -0.66425
H -0.85035 2.09098 0.16510
H -0.90906 0.18964 0.68927
H 0.40593 1.35589 1.47818
```

=====

Entry 4:
The following is a quantum chemistry calculation of C51H39CrNO7P3 as an isolated structure at a distorted geometry, from the OMol25 dataset.

Values from the calculation:
- Net charge: 0
- <S²>: 4.04
- HOMO level (alpha / beta): -6.35 / -7.89 eV
- 2S+1: 4

Geometry as XYZ:
```
102
C51H39CrNO7P3 wB97M-V/def2-TZVPD
Cr 0.95268 -0.42943 -0.90533
O 3.20968 -2.84395 -3.26727
C 2.55760 -2.29706 -2.40582
O 1.67204 -1.38676 -2.54301
C 2.83836 -2.63402 -0.93558
C 3.59647 -3.67598 -0.42112
C 3.75398 -3.78640 0.95934
C 3.07679 -2.89379 1.77876
C 2.31659 -1.90993 1.17223
N 2.20937 -1.78911 -0.13306
C 1.53674 -0.80397 1.89116
O 1.51577 -0.77262 3.10852
O 0.90721 -0.02185 1.06409
H 4.11469 -4.33124 -1.10537
H 4.37964 -4.57308 1.37836
H 3.08605 -2.89410 2.86190
O -0.54767 -1.66631 -0.69621
P -1.31206 -2.38614 0.41054
C -1.72723 -0.62989 1.63320
P -2.05414 0.96776 0.91136
O -1.05581 1.71328 -0.06175
C -3.63090 0.96703 0.04184
C -4.83554 0.87950 0.75043
C -6.03434 0.91608 0.08001
C -6.04878 1.06203 -1.31083
C -4.87662 1.27750 -2.02454
C -3.66648 1.18253 -1.32959
C -2.18919 2.21946 2.21873
C -1.92951 3.56356 1.95877
C -2.16269 4.50317 2.94333
C -2.62685 4.11738 4.19835
C -2.83888 2.76879 4.47188
C -2.59638 1.81946 3.49440
C -0.92120 -4.18912 -0.07026
C -0.54618 -4.40518 -1.39725
C -0.58818 -5.69587 -1.90645
C -0.95322 -6.75345 -1.07678
C -1.28314 -6.55633 0.24502
C -1.26270 -5.26806 0.75075
C -3.09501 -2.54740 0.08078
C -3.91766 -2.99824 1.13000
C -5.28864 -3.13017 0.94303
C -5.85514 -2.83816 -0.28489
C -5.06121 -2.45579 -1.36930
C -3.68128 -2.33226 -1.16614
H -0.96505 -0.55449 2.42190
H -2.70750 -0.97817 2.01694
H -4.80086 0.76697 1.83566
H -7.00014 0.84366 0.60947
H -7.01752 1.13161 -1.82595
H -4.88801 1.48636 -3.07306
H -2.73174 1.28669 -1.84894
H -1.57807 3.88840 0.98404
H -1.94124 5.54231 2.75812
H -2.81851 4.85279 4.96186
H -3.19508 2.42593 5.43197
H -2.74529 0.78600 3.76864
H -0.29456 -3.56968 -2.05149
H -0.32710 -5.91060 -2.92798
H -1.01490 -7.74360 -1.48872
H -1.60473 -7.38029 0.87458
H -1.54129 -5.12032 1.78430
H -3.50358 -3.25762 2.10713
H -5.94303 -3.46960 1.75594
H -6.92490 -2.92570 -0.40971
H -5.48112 -2.26914 -2.32908
H -3.03913 -2.01637 -1.98213
O -0.40917 0.49408 -1.99609
C -0.09603 1.35992 -1.10199
C 0.44359 2.67202 -1.58832
C -0.35993 3.72946 -2.01957
C 0.23018 4.87960 -2.54422
C 1.61308 4.97512 -2.66177
C 2.40341 3.93118 -2.19400
C 1.82373 2.80371 -1.66600
P 2.77151 1.39446 -0.93465
C 3.14152 1.89804 0.77580
C 2.32864 2.82294 1.43104
C 2.48435 3.06847 2.77955
C 3.47780 2.40929 3.49180
C 4.34824 1.53746 2.85308
C 4.15832 1.25244 1.49235
C 4.38858 1.37200 -1.76942
C 5.43528 2.21777 -1.37857
C 6.63063 2.25763 -2.06731
C 6.80817 1.42541 -3.15630
C 5.77537 0.59903 -3.57468
C 4.57458 0.54700 -2.88896
H -1.44653 3.65737 -1.97406
H -0.42099 5.66583 -2.89859
H 2.09208 5.84699 -3.11078
H 3.50410 3.96872 -2.22082
H 1.58392 3.33427 0.84951
H 1.82983 3.73399 3.33253
H 3.61750 2.62865 4.54149
H 5.14858 1.03879 3.41648
H 4.81856 0.55363 0.99631
H 5.33597 2.87227 -0.52655
H 7.44030 2.94174 -1.80039
H 7.73858 1.46131 -3.70671
H 5.89509 -0.06674 -4.41866
H 3.81746 -0.16083 -3.20121
```

=====

Entry 5:
The following is a quantum chemistry calculation of C4H8O2 in the gas phase at a distorted geometry, from the OMol25 dataset.

Values from the calculation:
- Net charge: 0
- SMILES: CO[C@H](C)C=O
- HOMO level: -9.98 eV
- 2S+1: 1

Geometry as XYZ:
```
14
C4H8O2 wB97M-V/def2-TZVPD
C 1.58635 -0.90161 0.72623
O 0.46451 -0.12332 1.19240
C -0.60624 -0.02370 0.12935
C -0.05408 0.42593 -1.23731
C -1.68710 0.91878 0.61967
O -2.65170 1.25322 0.04974
H 2.09730 -0.20802 0.20439
H 1.14578 -1.63606 0.08167
H 2.07050 -1.38808 1.60490
H -1.07266 -1.13432 0.03180
H 0.42435 1.34944 -1.23391
H -0.84688 0.50924 -2.00350
H 0.55986 -0.33519 -1.68100
H -1.42999 1.29368 1.51557
```

=====

Relative energy (zero: lowest compared OMol25 entry of this formula, charge and spin) (kcal/mol)
92.1 0.0 18.1 36.6 61.6